*one*
C6H7Cl as an isolated structure, computed with the ωB97M-V functional and the def2-TZVPD basis.

Output
- molecular weight (g/mol) = 114.6

Each line ends with the Löwdin charge.
Positions of all 14 atoms, in Å:
1 C -1.85 -0.29 -0.70  -0.28
2 H -2.01 -0.84 -1.63  0.11
3 H 2.51 2.51 0.31  0.07
4 C 0.70 0.37 -0.47  0.07
5 H -2.05 -0.63 1.42  0.07
6 C 3.10 1.62 0.34  -0.06
7 H -3.40 -1.24 0.46  0.07
8 C 2.60 0.45 0.03  -0.71
9 C -2.32 -1.12 0.49  -0.11
10 H -1.86 -2.11 0.47  0.07
11 C -0.44 0.01 -0.57  -0.17
12 H 4.14 1.72 0.63  0.06
13 Cl 3.28 -1.09 -0.02  0.68
14 H -2.41 0.65 -0.75  0.11

---

*two*
A 2-piece molecular cluster, C6H7Cl overall, computed with the ωB97M-V functional and the def2-TZVPD basis.

Output
- molecular weight (g/mol) = 114.6
- SMILES string = C#CCC.C#CCl

Each line ends with the Löwdin charge.
Positions of all 14 atoms, in Å:
1 C -0.14 0.94 2.25  0.09
2 H 1.00 -0.29 -0.98  0.08
3 H -0.66 -0.83 -0.81  0.04
4 H -1.56 4.16 -1.92  0.01
5 C 0.20 -0.04 1.66  -0.18
6 Cl -2.74 1.03 0.04  0.72
7 H 1.63 -1.45 1.13  0.11
8 C 0.37 -1.08 -0.58  -0.11
9 H -0.02 -2.07 1.30  0.11
10 C 0.58 -1.23 0.93  -0.27
11 H -0.41 1.80 2.79  0.02
12 C -1.88 3.31 -1.40  0.04
13 H 0.62 -2.01 -1.08  0.07
14 C -2.22 2.33 -0.80  -0.73

---

Most stable structure: *two*

---

*one*
One molecule with the formula CH2OS2, computed with the ωB97M-V functional and the def2-TZVPD basis.

Output
- molecular weight (g/mol) = 94.2
- SMILES string = OC(=S)S

Each line ends with the Löwdin charge.
Positions of all 6 atoms, in Å:
1 H 2.11 0.57 -0.43  0.14
2 S -0.44 1.51 -0.31  0.70
3 O 1.69 -0.32 -0.02  -0.16
4 C 0.25 -0.22 0.15  -1.22
5 S -0.68 -1.43 0.33  0.75
6 H 0.74 2.00 -0.52  -0.20

---

*two*
CH2OS2 as an isolated structure, computed with the ωB97M-V functional and the def2-TZVPD basis.

Output
- molecular weight (g/mol) = 94.2

Each line ends with the Löwdin charge.
Positions of all 6 atoms, in Å:
1 C 0.54 -0.07 -0.11  -1.33
2 H -1.26 0.54 1.43  0.02
3 H -1.62 0.36 -0.80  -0.02
4 O 1.72 -0.34 -0.21  -0.05
5 S -0.29 1.04 -0.96  0.78
6 S -0.60 -0.90 1.07  0.61

---

Most stable structure: *one*

---

*one*
A 2-piece molecular cluster, C2H7NS2 overall, computed with the ωB97M-V functional and the def2-TZVPD basis.

Output
- molecular weight (g/mol) = 109.2
- SMILES string = C=NC.SS

Each line ends with the Löwdin charge.
Positions of all 12 atoms, in Å:
1 H -0.17 0.31 -1.07  0.09
2 S 3.40 1.23 1.22  0.25
3 H 0.19 1.06 0.67  0.04
4 C -2.33 -0.98 -0.14  -0.18
5 C -0.45 0.39 0.04  -0.10
6 S 3.11 1.07 -0.88  0.21
7 H -2.05 -2.05 -0.09  0.08
8 H 3.25 -0.29 -0.95  -0.19
9 H 2.09 1.01 1.46  -0.25
10 H -3.30 -0.88 0.31  0.06
11 N -1.39 -0.24 0.65  -0.10
12 H -2.35 -0.63 -1.22  0.09

---

*two*
A 2-piece molecular cluster, C2H7NS2 overall, computed with the ωB97M-V functional and the def2-TZVPD basis.

Output
- molecular weight (g/mol) = 109.2
- SMILES string = C=NC.SS

Each line ends with the Löwdin charge.
Positions of all 12 atoms, in Å:
1 N -0.13 -0.03 -1.10  -0.11
2 C 0.59 -1.34 -0.99  -0.14
3 C -1.39 -0.16 -1.06  -0.12
4 H -2.13 0.64 -1.26  0.07
5 H 0.49 -1.80 -1.96  0.07
6 H 1.27 2.95 2.78  -0.24
7 H 0.92 0.38 1.13  -0.24
8 S 0.04 0.66 2.09  0.25
9 H 0.07 -1.96 -0.28  0.06
10 H -1.85 -0.90 -0.38  0.07
11 S 0.48 2.67 1.78  0.25
12 H 1.63 -1.11 -0.75  0.07

---

Most stable structure: *one*